## i
The ion C2H3ClN with charge +1. Source: the OMol25 dataset; level of theory: ωB97M-V/def2-TZVPD.

For the HOMO energy, the calculation gives -16.08 eV. The LUMO energy comes out at -6.176 eV. The gap between HOMO and LUMO comes out at 0.3639 Ha. As for the structure (SMILES): C#[N+]CCl.

Geometry as ORCA input:
```
! wB97M-V def2-TZVPD RIJCOSX def2/J DEFGRID3
* xyz 1 1
C -0.784 -1.390 -0.547
N -0.192 -0.429 -0.233
C 0.463 0.777 0.065
Cl 0.021 1.211 1.898
H -1.104 -2.479 -0.539
H 1.452 0.620 -0.016
H 0.145 1.690 -0.627
*
```

The computed natural (NBO) charges, all in e, follow: 0.478, -0.205, -0.209, 0.029, 0.342, 0.253, 0.312


## ii
The ion C2H3ClN with charge +1. Source: the OMol25 dataset; level of theory: ωB97M-V/def2-TZVPD.

For the HOMO energy, the calculation gives -15.25 eV. The LUMO energy comes out at -4.474 eV. The gap between HOMO and LUMO comes out at 0.3958 Ha. As for the structure (SMILES): [NH3+]C#CCl.

Geometry as ORCA input:
```
! wB97M-V def2-TZVPD RIJCOSX def2/J DEFGRID3
* xyz 1 1
N -0.180 0.014 -0.043
C -1.249 -0.166 -0.934
C -2.350 -0.341 -1.432
Cl -3.738 -0.391 -2.317
H 0.343 -0.851 0.236
H -0.502 0.600 0.637
H 0.550 0.399 -0.587
*
```

The computed natural (NBO) charges, all in e, follow: -0.661, -0.032, 0.050, 0.246, 0.475, 0.462, 0.460


Stability, lowest: ii


## i
A structure of composition C16H32Br2IN2PtSi. Source: the OMol25 dataset; level of theory: ωB97M-V/def2-TZVPD.

For the HOMO energy, the calculation gives -11.92 eV. The LUMO energy comes out at -3.018 eV. The gap between HOMO and LUMO comes out at 0.3273 Ha.

Geometry as ORCA input:
```
! wB97M-V def2-TZVPD RIJCOSX def2/J DEFGRID3
* xyz 1 1
Pt 1.675 -0.439 0.184
Br 4.185 -1.848 0.541
C 4.500 -1.229 2.354
Br 2.920 -0.570 3.212
H 5.220 -0.422 2.288
H 4.887 -2.067 2.919
I 4.846 4.703 0.338
C 3.416 3.334 -0.162
C 2.306 3.516 -0.959
N 1.655 2.346 -1.010
N 2.285 1.403 -0.296
C 3.355 1.998 0.234
H 1.944 4.381 -1.487
H 0.797 2.118 -1.490
H 4.032 1.441 0.858
C -1.984 -2.720 0.514
C -0.632 -2.175 0.022
C 0.456 -2.585 1.029
C -0.294 -2.944 -1.275
Si -0.597 -0.280 -0.141
C -1.375 0.660 1.303
C -2.902 0.781 1.168
C -1.065 -0.048 2.634
C -0.772 2.076 1.442
C -1.213 0.287 -1.865
C -1.488 1.801 -2.063
C -0.222 -0.120 -2.979
C -2.558 -0.418 -2.140
H -1.957 -3.815 0.510
H -2.810 -2.418 -0.132
H -2.225 -2.411 1.531
H 0.510 -3.672 1.116
H 0.332 -2.166 2.026
H 1.497 -2.350 0.674
H -0.183 -4.004 -1.036
H 0.637 -2.612 -1.737
H -1.083 -2.873 -2.023
H -3.393 -0.191 1.079
H -3.206 1.387 0.316
H -3.302 1.262 2.065
H -1.533 -1.027 2.734
H -1.438 0.568 3.457
H 0.011 -0.171 2.788
H -0.963 2.726 0.587
H 0.306 2.045 1.612
H -1.221 2.565 2.310
H -0.604 2.358 -2.383
H -1.947 2.309 -1.220
H -2.169 1.922 -2.909
H 0.802 0.201 -2.767
H -0.524 0.351 -3.918
H -0.197 -1.194 -3.155
H -3.344 -0.107 -1.451
H -2.485 -1.503 -2.096
H -2.887 -0.159 -3.149
*
```

The computed natural (NBO) charges, all in e, follow: 0.291, 0.082, -0.529, 0.087, 0.236, 0.249, 0.265, -0.309, -0.013, -0.308, -0.281, -0.016, 0.254, 0.444, 0.231, -0.617, -0.629, -0.600, -0.608, 1.875, -0.641, -0.613, -0.602, -0.608, -0.624, -0.603, -0.613, -0.613, 0.219, 0.220, 0.213, 0.256, 0.242, 0.173, 0.215, 0.214, 0.218, 0.215, 0.210, 0.222, 0.211, 0.221, 0.202, 0.205, 0.210, 0.222, 0.175, 0.220, 0.232, 0.202, 0.218, 0.227, 0.219, 0.211, 0.222


## ii
A structure of composition C16H32Br2IN2PtSi. Source: the OMol25 dataset; level of theory: ωB97M-V/def2-TZVPD.

For the HOMO energy, the calculation gives -11.71 eV. The LUMO energy comes out at -4.777 eV. The gap between HOMO and LUMO comes out at 0.2549 Ha.

Geometry as ORCA input:
```
! wB97M-V def2-TZVPD RIJCOSX def2/J DEFGRID3
* xyz 1 1
Pt 0.253 0.330 -1.650
Br 2.810 0.329 -2.956
C 2.584 2.193 -3.414
Br 0.771 2.781 -3.083
H 2.798 2.314 -4.469
H 3.253 2.778 -2.797
I -4.958 -1.313 -4.669
C -3.045 -1.397 -3.874
C -2.299 -2.523 -3.596
N -1.135 -2.095 -3.081
N -1.070 -0.755 -3.036
C -2.240 -0.318 -3.497
H -2.527 -3.567 -3.728
H -0.343 -2.654 -2.811
H -2.463 0.734 -3.561
C 1.005 -2.512 -0.042
C 1.284 -1.455 1.041
C 2.783 -1.133 0.983
C 0.941 -2.019 2.422
Si 0.234 0.145 0.666
C 0.995 1.788 1.400
C 2.275 2.134 0.621
C 1.320 1.613 2.882
C 0.010 2.945 1.206
C -1.694 -0.049 1.008
C -1.983 0.126 2.499
C -2.160 -1.439 0.559
C -2.482 0.990 0.199
H 1.649 -3.382 0.126
H 1.239 -2.112 -1.036
H -0.028 -2.857 -0.034
H 3.354 -2.057 1.113
H 3.092 -0.448 1.772
H 3.061 -0.706 0.016
H 1.579 -2.884 2.628
H -0.096 -2.353 2.481
H 1.112 -1.288 3.215
H 3.056 1.386 0.740
H 2.671 3.090 0.980
H 2.061 2.244 -0.447
H 2.084 0.850 3.043
H 0.439 1.350 3.470
H 1.711 2.556 3.278
H -0.284 3.046 0.158
H 0.487 3.882 1.509
H -0.888 2.830 1.812
H -1.433 -0.592 3.111
H -3.051 -0.037 2.682
H -1.744 1.132 2.846
H -1.713 -2.238 1.150
H -1.936 -1.611 -0.497
H -3.246 -1.511 0.685
H -2.285 2.010 0.523
H -3.554 0.805 0.320
H -2.249 0.923 -0.868
*
```

The computed natural (NBO) charges, all in e, follow: 0.307, 0.117, -0.521, 0.105, 0.251, 0.246, 0.248, -0.297, -0.018, -0.309, -0.413, -0.021, 0.253, 0.433, 0.241, -0.614, -0.610, -0.612, -0.618, 1.971, -0.605, -0.612, -0.620, -0.611, -0.598, -0.621, -0.609, -0.614, 0.221, 0.190, 0.217, 0.218, 0.214, 0.206, 0.221, 0.212, 0.218, 0.222, 0.220, 0.190, 0.212, 0.218, 0.223, 0.207, 0.218, 0.214, 0.216, 0.221, 0.212, 0.210, 0.199, 0.218, 0.221, 0.219, 0.198


Stability, lowest: ii


## i
The ion C4H12N2 with charge +2. Source: the OMol25 dataset; level of theory: ωB97M-V/def2-TZVPD.

For the HOMO energy, the calculation gives -18.79 eV. The LUMO energy comes out at -7.543 eV. The gap between HOMO and LUMO comes out at 0.4134 Ha. As for the structure (SMILES): C=C([NH3+])CC[NH3+].

Geometry as ORCA input:
```
! wB97M-V def2-TZVPD RIJCOSX def2/J DEFGRID3
* xyz 2 1
C -1.195 1.618 -0.465
C -0.352 0.678 -0.918
N -0.092 0.634 -2.381
C 0.596 -0.044 -0.069
C -0.094 -0.927 1.015
N 0.705 -1.186 2.276
H -1.825 2.039 -1.235
H -1.319 1.963 0.474
H -0.910 0.237 -2.865
H 0.486 -0.243 -2.524
H 0.187 1.667 -2.639
H 1.354 0.608 0.284
H 1.061 -0.974 -0.724
H -1.074 -0.388 1.373
H -0.549 -1.869 0.539
H 0.644 -0.515 3.042
H 0.598 -2.046 2.829
H 1.777 -1.252 1.988
*
```

The computed natural (NBO) charges, all in e, follow: -0.271, 0.081, -0.734, -0.472, -0.240, -0.702, 0.231, 0.238, 0.469, 0.471, 0.515, 0.267, 0.223, 0.251, 0.273, 0.463, 0.474, 0.462


## ii
A structure of composition C4H12N2. Source: the OMol25 dataset; level of theory: ωB97M-V/def2-TZVPD.

For the HOMO energy, the calculation gives -19.72 eV. The LUMO energy comes out at -12.672 eV. The gap between HOMO and LUMO comes out at 0.2589 Ha.

Geometry as ORCA input:
```
! wB97M-V def2-TZVPD RIJCOSX def2/J DEFGRID3
* xyz 2 1
C -1.459 -0.150 -1.378
C -0.044 0.302 -1.256
C 0.727 -0.142 0.054
C 2.848 0.145 1.207
N 2.114 0.223 -0.044
N -2.551 -0.201 0.872
H -1.662 -1.124 -1.843
H -1.990 0.620 -1.952
H 0.427 -0.076 -2.180
H 0.152 1.374 -1.368
H 0.136 0.354 0.856
H 0.472 -1.206 0.140
H 2.543 1.094 1.701
H 3.916 0.033 1.026
H 2.468 -0.659 1.855
H -2.955 0.587 1.368
H -2.137 -0.143 -0.303
H -3.005 -1.030 1.245
*
```

The computed natural (NBO) charges, all in e, follow: -0.130, -0.491, -0.394, -0.523, 0.282, -0.673, 0.297, 0.295, 0.338, 0.271, 0.322, 0.343, 0.372, 0.307, 0.286, 0.434, 0.228, 0.434


Stability, lowest: ii


## i
An isolated molecule of CH5O2P. Source: the OMol25 dataset; level of theory: ωB97M-V/def2-TZVPD.

For the HOMO energy, the calculation gives -10.92 eV. The LUMO energy comes out at 0.804 eV. The gap between HOMO and LUMO comes out at 0.4310 Ha. As for the structure (SMILES): CO[PH2]=O.

Geometry as ORCA input:
```
! wB97M-V def2-TZVPD RIJCOSX def2/J DEFGRID3
* xyz 0 1
C 1.169 0.485 -0.180
O -0.196 0.554 -0.653
P -1.318 -0.426 0.036
O -2.730 -0.106 -0.238
H 1.532 1.484 -0.373
H 1.789 -0.139 -0.659
H 1.159 0.185 0.914
H -0.721 -1.668 -0.193
H -0.683 -0.367 1.346
*
```

The computed natural (NBO) charges, all in e, follow: -0.243, -0.815, 1.798, -1.023, 0.206, 0.178, 0.174, -0.128, -0.147


## ii
A cluster of 3 separate species, CH5O2P in total. Source: the OMol25 dataset; level of theory: ωB97M-V/def2-TZVPD.

For the HOMO energy, the calculation gives -9.61 eV. The LUMO energy comes out at 0.680 eV. The gap between HOMO and LUMO comes out at 0.3783 Ha.

Geometry as ORCA input:
```
! wB97M-V def2-TZVPD RIJCOSX def2/J DEFGRID3
* xyz 0 1
C 0.616 0.554 -0.034
O -0.255 1.511 0.180
O 1.803 0.534 0.099
P -0.335 -0.765 -0.912
H -0.793 -1.173 1.587
H 0.208 2.205 0.651
H -1.536 -1.253 2.000
H 0.721 -1.439 -1.386
H -0.429 -0.175 -2.185
*
```

The computed natural (NBO) charges, all in e, follow: 0.573, -0.670, -0.570, 0.190, -0.032, 0.492, 0.026, -0.018, 0.009


Stability, lowest: ii


## i
A cluster of 2 separate species, C2H5NSi in total. Source: the OMol25 dataset; level of theory: ωB97M-V/def2-TZVPD.

For the HOMO energy, the calculation gives -9.05 eV. The LUMO energy comes out at -1.177 eV. The gap between HOMO and LUMO comes out at 0.2892 Ha.

Geometry as ORCA input:
```
! wB97M-V def2-TZVPD RIJCOSX def2/J DEFGRID3
* xyz 0 1
C -3.045 -0.109 -0.272
C -2.047 0.022 0.416
N 1.991 0.665 -0.014
Si 0.923 -0.604 0.398
H -4.001 0.147 -0.554
H 1.505 1.596 -0.161
H 2.468 0.571 -0.890
H 1.277 -0.799 1.902
H 0.928 -1.489 -0.826
*
```

The computed natural (NBO) charges, all in e, follow: -0.460, -0.342, -1.328, 1.373, 0.210, 0.422, 0.398, -0.123, -0.152


## ii
An isolated molecule of C2H5NSi. Source: the OMol25 dataset; level of theory: ωB97M-V/def2-TZVPD.

For the HOMO energy, the calculation gives -11.47 eV. The LUMO energy comes out at 0.254 eV. The gap between HOMO and LUMO comes out at 0.4308 Ha. As for the structure (SMILES): C[SiH2]C#N.

Geometry as ORCA input:
```
! wB97M-V def2-TZVPD RIJCOSX def2/J DEFGRID3
* xyz 0 1
C 1.397 0.565 -0.061
Si -0.328 -0.408 0.041
C -2.265 -0.030 0.017
N -3.409 -0.035 -0.045
H 1.628 0.881 -1.072
H 2.184 -0.072 0.318
H 1.355 1.461 0.558
H -0.283 -1.055 1.358
H -0.278 -1.308 -1.115
*
```

The computed natural (NBO) charges, all in e, follow: -1.013, 1.016, -0.096, -0.323, 0.239, 0.250, 0.238, -0.156, -0.155


Stability, lowest: i


## i
The ion C4H6N with charge +1. Source: the OMol25 dataset; level of theory: ωB97M-V/def2-TZVPD.

For the HOMO energy (spin up / spin down), the calculation gives -14.98 / -15.00 eV. The LUMO energy (spin up / spin down) comes out at -7.515 / -7.366 eV. The gap between HOMO and LUMO (spin up / spin down) comes out at 0.2743 / 0.2805 Ha.

Geometry as ORCA input:
```
! wB97M-V def2-TZVPD RIJCOSX def2/J DEFGRID3
* xyz 1 1
C -0.625 1.100 0.047
C 0.495 0.164 -0.059
C -1.356 -0.140 0.088
C 1.846 0.128 0.124
N -0.227 -0.997 0.135
H -0.854 2.093 0.003
H -2.016 -0.396 0.987
H -1.987 -0.358 -0.836
H 2.447 0.952 -0.100
H 2.485 -0.849 0.223
H -0.208 -1.698 -0.613
*
```

The computed natural (NBO) charges, all in e, follow: 0.132, 0.023, -0.336, -0.019, -0.551, 0.253, 0.307, 0.303, 0.220, 0.260, 0.408


## ii
A cluster of 2 separate species, C4H6N in total. Source: the OMol25 dataset; level of theory: ωB97M-V/def2-TZVPD.

For the HOMO energy, the calculation gives -16.55 eV. The LUMO energy comes out at -5.824 eV. The gap between HOMO and LUMO comes out at 0.3942 Ha.

Geometry as ORCA input:
```
! wB97M-V def2-TZVPD RIJCOSX def2/J DEFGRID3
* xyz 1 1
C -2.379 -0.241 0.552
C 0.892 0.347 -0.116
C 1.031 1.583 -0.313
C 0.765 -1.069 -0.095
N -1.451 0.396 0.313
H -3.160 -1.052 0.632
H 0.085 2.044 -0.108
H 1.829 2.137 -0.787
H 0.511 -1.398 0.940
H 1.854 -1.225 -0.256
H 0.022 -1.523 -0.763
*
```

The computed natural (NBO) charges, all in e, follow: 0.206, 0.562, -0.498, -0.749, -0.423, 0.286, 0.359, 0.330, 0.300, 0.326, 0.301


## iii
The ion C4H6N with charge +1. Source: the OMol25 dataset; level of theory: ωB97M-V/def2-TZVPD.

For the HOMO energy, the calculation gives -16.44 eV. The LUMO energy comes out at -4.898 eV. The gap between HOMO and LUMO comes out at 0.4243 Ha.

Geometry as ORCA input:
```
! wB97M-V def2-TZVPD RIJCOSX def2/J DEFGRID3
* xyz 1 1
C 0.618 0.888 -0.340
C -0.208 0.193 -1.416
C -0.399 -0.521 -0.122
C 0.845 0.719 1.257
N 1.294 1.695 0.275
H -1.009 0.916 -1.840
H 0.326 -0.241 -2.243
H -1.400 -0.553 0.453
H -0.012 -1.601 0.084
H 0.079 1.074 1.923
H 1.373 -0.148 1.698
*
```

The computed Mulliken charges, all in e, follow: 0.452, -0.345, -0.350, -0.299, -0.286, 0.256, 0.277, 0.337, 0.346, 0.308, 0.304


Stability, lowest: iii